{"formula": "C19H13NO4", "method": "ωB97M-V with the def2-TZVPD basis set", "symbols": ["N", "C", "O", "C", "C", "C", "C", "C", "C", "C", "O", "C", "C", "C", "C", "O", "C", "C", "C", "C", "C", "C", "C", "O", "H", "H", "H", "H", "H", "H", "H", "H", "H", "H", "H", "H", "H"], "positions_angstrom": [[0.11897, -1.69424, 2.32222], [0.82104, -0.51145, 2.11927], [2.02318, -0.44195, 2.73727], [2.65056, 0.79039, 2.82852], [3.84411, 0.80641, 3.52660], [4.53987, 1.94594, 3.75496], [4.03790, 3.13774, 3.12434], [2.85466, 3.18153, 2.29658], [2.15252, 1.98883, 2.10987], [1.02198, 1.75018, 1.27508], [0.67235, 2.66302, 0.52002], [0.25722, 0.51646, 1.26686], [-1.01345, 0.45304, 0.50552], [-1.35433, -0.43619, -0.47375], [-0.52778, -1.59790, -0.82743], [-0.43506, -1.68089, -2.23518], [-1.66206, -1.73721, -2.90493], [-1.73059, -2.13916, -4.25034], [-2.81947, -1.94834, -5.08586], [-3.85390, -1.09046, -4.59256], [-3.78419, -0.61788, -3.27642], [-2.68354, -0.99343, -2.46096], [-2.63321, -0.36378, -1.17039], [-3.61393, 0.21838, -0.63000], [0.29393, -2.15478, 3.20831], [-0.84547, -1.71612, 1.98195], [4.11964, -0.20350, 3.91490], [5.39266, 2.06204, 4.33468], [4.41092, 4.19047, 3.15079], [2.50047, 4.06619, 1.82626], [-1.63395, 1.30216, 0.75359], [0.56906, -1.44171, -0.55781], [-0.94291, -2.56907, -0.37613], [-0.78580, -2.78864, -4.60688], [-2.73203, -2.32898, -6.11864], [-4.74025, -0.69254, -5.18080], [-4.48906, 0.07546, -2.80948]], "atomic_forces_ev_per_a": [[0.94, 0.61, 0.23], [-2.53, 1.05, -2.16], [-1.17, 0.24, -0.18], [-0.29, 2.59, -1.77], [-0.76, -2.86, 0.63], [-1.81, 3.40, -2.21], [-1.62, 1.02, -1.11], [1.53, -2.38, 1.52], [2.06, -3.48, 2.94], [-2.11, 1.56, -2.26], [-0.13, 0.11, -0.01], [2.53, -2.37, 2.38], [0.52, -0.49, -0.40], [0.55, 1.05, 2.54], [1.84, -0.75, 0.24], [-1.15, -1.61, -1.39], [2.13, 0.78, -1.60], [2.97, -3.00, -0.50], [0.03, 1.14, 0.60], [-1.01, 0.64, 0.06], [0.71, -1.06, -0.66], [-3.00, 1.41, 0.08], [-2.44, 2.06, 2.79], [2.06, -1.22, -1.52], [-0.06, -0.02, -0.30], [0.66, 0.23, 0.30], [0.12, 1.08, -0.08], [1.44, -0.33, 0.96], [0.64, -1.37, 0.73], [-0.06, 0.60, -0.28], [-0.42, 0.01, -0.47], [-1.54, -0.38, 0.25], [0.64, 1.10, -0.61], [-2.30, 1.65, 0.60], [-0.45, 0.33, 0.72], [1.40, -0.96, 0.38], [0.08, -0.36, -0.44]], "relative_energy_kcal_mol": 56.7, "smiles": "Nc1oc2ccccc2c(=O)c1/C=C1\\COc2ccccc2C1=O", "orbital_gap_ha": 0.2946}